Entry 1:
This record from OMol25 describes C21H22ClF6N5O6S3W as an isolated structure. The level of theory is ωB97M-V/def2-TZVPD.

CARTESIAN COORDINATES (ANGSTROEM)
W -0.088607 0.338838 0.082916
N 1.152469 0.356823 -4.285731
C 0.721533 0.046604 -3.057448
S 0.445422 1.429905 -1.988144
N 0.494524 -1.169634 -2.729797
N 0.113586 -1.377870 -1.427511
C 0.025864 -2.622810 -1.140472
C -0.308990 -3.207624 0.144677
C -0.501043 -4.579220 0.259260
C -0.792275 -5.144947 1.492876
C -0.869789 -4.340750 2.625976
C -0.665249 -2.970525 2.530856
C -0.401464 -2.444129 1.289940
O -0.215747 -1.092805 1.155002
H 1.372677 1.305299 -4.533024
H 1.379087 -0.382680 -4.932069
H 0.243376 -3.301281 -1.956879
H -0.413291 -5.203386 -0.624228
H -0.949554 -6.212552 1.573884
H -1.079238 -4.781502 3.592145
H -0.708437 -2.323657 3.399325
F 4.046345 3.394877 2.552275
C 2.800033 3.024841 2.465968
F 2.445460 2.270291 3.492113
F 1.990785 4.052973 2.334909
S 2.611151 2.007052 0.922871
O 1.194233 1.421721 1.160666
O 2.661619 2.823545 -0.238399
N 3.688837 0.914789 1.096274
S 3.394537 -0.538697 0.537993
O 2.077925 -0.519446 -0.139199
O 4.452488 -1.146435 -0.170929
C 3.147058 -1.480962 2.108195
F 2.046487 -1.006269 2.703603
F 2.983069 -2.754268 1.802359
F 4.198421 -1.302074 2.872048
Cl -0.400814 3.663544 -0.056584
C -2.107492 3.330527 -0.121020
C -2.949680 4.174394 -0.814908
C -4.303870 3.870562 -0.851601
C -4.778429 2.735722 -0.205582
C -3.903212 1.905261 0.481601
C -2.543281 2.191979 0.545662
C -1.592786 1.316808 1.317854
H -2.558666 5.054899 -1.310615
H -4.986600 4.532231 -1.369884
H -5.836416 2.507449 -0.220597
H -4.283155 1.034370 1.007128
H -2.155320 0.582652 1.880114
H -1.018136 1.925205 2.014108
C -3.774761 -2.194615 -0.381468
N -3.742282 -1.236738 -1.493096
C -4.821970 -1.351735 -2.491331
C -2.847848 -0.279573 -1.587773
C -2.924045 0.689404 -2.723610
O -1.944886 -0.172730 -0.710381
H -4.720584 -2.097774 0.149362
H -2.960297 -2.007494 0.301139
H -3.696496 -3.207067 -0.773155
H -5.421944 -2.219821 -2.241297
H -4.418870 -1.486876 -3.492806
H -5.462417 -0.471406 -2.477235
H -3.903932 1.168871 -2.752983
H -2.773958 0.171853 -3.674159
H -2.163087 1.449941 -2.604672

Force components x, y, z for each atom (eV/Å):
W 0.03 -0.19 -1.23
N -0.10 0.04 0.13
C 0.06 0.19 -0.23
S 0.03 -0.29 0.75
N -0.12 -0.16 -0.06
N 0.12 0.34 0.11
C -0.14 -0.34 0.23
C 0.11 0.01 -0.46
C -0.02 -0.31 -0.02
C 0.00 0.04 0.00
C 0.00 -0.11 -0.06
C -0.05 0.09 0.31
C 0.09 0.27 0.11
O -0.01 -0.26 0.32
H 0.04 0.01 -0.04
H 0.00 -0.01 0.00
H -0.01 -0.09 -0.04
H -0.02 0.03 0.07
H 0.03 0.05 0.00
H 0.00 0.01 -0.04
H 0.01 -0.06 -0.05
F 0.18 0.13 0.08
C -0.24 -0.32 -0.09
F 0.06 0.14 -0.01
F -0.04 0.13 0.13
S 0.26 0.06 -0.33
O -0.60 0.15 -0.05
O -0.04 0.02 0.30
N -0.21 -0.04 0.00
S -0.13 0.16 -0.22
O 0.15 -0.50 0.06
O 0.00 0.15 0.11
C 0.11 0.24 -0.33
F 0.17 -0.14 0.14
F -0.11 -0.09 0.16
F -0.12 -0.14 0.11
Cl 0.02 0.28 -0.11
C 0.15 -0.07 0.10
C -0.08 0.08 -0.08
C -0.04 0.01 0.00
C 0.00 -0.02 0.01
C -0.16 -0.05 0.02
C 0.04 -0.12 0.17
C -0.06 0.81 -0.64
H -0.02 -0.06 0.06
H 0.03 -0.05 0.00
H 0.01 0.02 0.01
H 0.00 0.05 -0.02
H 0.04 -0.36 -0.04
H 0.18 -0.02 0.12
C -0.11 0.09 -0.19
N -0.17 -0.10 -0.05
C 0.07 -0.01 0.08
C -0.36 0.25 -0.50
C -0.04 -0.08 -0.02
O 0.78 0.03 1.03
H -0.03 0.02 -0.01
H 0.13 0.05 0.10
H 0.01 -0.02 -0.03
H 0.00 -0.03 0.02
H 0.04 -0.01 0.02
H 0.00 0.01 0.04
H 0.03 -0.03 0.03
H -0.01 0.02 0.03
H 0.02 0.08 0.01

The orbital gap comes out at 6.306 eV. The total charge is +2. Its energy is -3859.1497 hartree. As for the largest force on an atom: 1.29 eV/Å. The relative energy (zero: lowest compared OMol25 entry of this formula, charge and spin) is 82.1 kJ/mol.



Entry 2:
This record from OMol25 describes C40H36As2N3S2Tl as an isolated structure. The level of theory is ωB97M-V/def2-TZVPD.

CARTESIAN COORDINATES (ANGSTROEM)
Tl 2.575567 -1.365451 -0.293871
C 2.915867 -0.539151 -3.483671
C 2.684167 0.812949 -2.898071
C 3.176667 1.967049 -3.538871
C 3.012267 3.184049 -2.942771
C 2.366467 3.268349 -1.690171
C 2.237367 4.474849 -0.973771
C 1.684167 4.487249 0.278529
C 1.190767 3.302249 0.839129
C 1.250867 2.128749 0.131529
S 0.551967 0.649549 0.853429
C 1.879167 2.058349 -1.131071
N 2.046267 0.864249 -1.744871
H 2.981167 -0.502451 -4.568071
H 2.127067 -1.234651 -3.193871
H 3.868567 -0.920651 -3.106771
H 3.695267 1.864449 -4.478271
H 3.394767 4.085749 -3.391071
H 2.595067 5.390749 -1.420071
H 1.613267 5.404349 0.842029
H 0.767167 3.306249 1.834929
C -2.748933 -0.298551 0.956229
C -2.829333 -1.588451 0.161229
As -1.033033 -2.434151 -0.093171
C -1.619033 -4.113051 -0.926771
C -2.799733 -4.774851 -0.605771
C -3.118933 -5.978651 -1.208271
C -2.267133 -6.535551 -2.148271
C -1.092633 -5.883351 -2.483671
C -0.773233 -4.681251 -1.876671
C -0.808033 -3.043051 1.769529
C -0.443833 -2.109251 2.735729
C -0.359433 -2.459051 4.071429
C -0.619133 -3.761851 4.460929
C -0.943533 -4.710051 3.505429
C -1.035033 -4.353651 2.170929
As -1.509633 0.961649 0.104829
C -1.900933 2.725349 0.777929
C -2.108833 2.877849 2.145729
C -2.343633 4.139349 2.665329
C -2.370633 5.238549 1.818229
C -2.134433 5.089649 0.460129
C -1.887633 3.831949 -0.062771
C -1.884033 1.023049 -1.798271
C -3.128033 1.569349 -2.107971
C -3.498933 1.715749 -3.432971
C -2.624833 1.328849 -4.437771
C -1.394733 0.775349 -4.125671
C -1.019433 0.613449 -2.799771
H -2.419033 -0.482451 1.984429
H -3.718733 0.219949 1.000229
H -3.232633 -1.385251 -0.840271
H -3.510933 -2.277851 0.663429
H -3.475033 -4.364951 0.134629
H -4.033033 -6.485951 -0.939271
H -2.519533 -7.473551 -2.617671
H -0.425233 -6.310451 -3.216271
H 0.150867 -4.165451 -2.129371
H -0.212633 -1.088651 2.440829
H -0.099533 -1.713851 4.810329
H -0.566033 -4.037551 5.502129
H -1.132533 -5.730751 3.799629
H -1.282533 -5.104551 1.432729
H -2.077933 2.008949 2.799529
H -2.510733 4.267649 3.725029
H -2.569333 6.220049 2.218529
H -2.146533 5.946549 -0.196971
H -1.689033 3.703649 -1.122271
H -3.799733 1.872549 -1.306971
H -4.461733 2.134649 -3.684771
H -2.911233 1.461249 -5.468271
H -0.728133 0.477549 -4.920171
H -0.070133 0.162049 -2.539171
S 4.776267 0.771649 -0.050171
C 4.593967 0.528549 1.574229
N 5.449567 1.134549 2.470729
C 5.393567 0.878549 3.786329
C 4.423667 0.036749 4.263829
C 3.521267 -0.504151 3.325829
N 3.607967 -0.272051 2.044629
H 6.164267 1.737249 2.074929
H 6.130767 1.351149 4.420629
H 4.354867 -0.219451 5.304629
H 2.707767 -1.148551 3.634329

Force components x, y, z for each atom (eV/Å):
Tl 0.14 -0.31 -0.02
C 0.03 -0.08 -0.08
C -0.25 0.07 0.25
C 0.00 0.29 0.08
C 0.05 -0.26 0.00
C -0.14 -0.40 0.11
C -0.12 0.04 0.18
C 0.10 0.14 -0.13
C 0.09 -0.12 0.01
C -0.13 -0.28 0.51
S 0.03 0.42 -0.32
C 0.20 0.46 -0.27
N -0.01 -0.09 -0.30
H 0.02 -0.03 -0.04
H 0.00 0.02 -0.08
H 0.07 -0.10 -0.07
H 0.03 0.04 -0.13
H 0.08 0.15 -0.15
H 0.08 0.08 -0.05
H 0.01 0.10 0.02
H -0.09 0.03 -0.04
C 0.04 0.06 0.08
C 0.06 -0.09 -0.34
As -0.61 -0.72 0.17
C 0.24 0.23 -0.11
C -0.09 0.25 0.21
C -0.06 -0.03 -0.01
C 0.04 0.02 -0.02
C 0.03 -0.06 -0.06
C 0.22 0.38 0.15
C -0.02 0.12 -0.20
C 0.09 0.24 -0.24
C 0.04 0.05 0.14
C 0.00 -0.03 0.04
C 0.03 -0.01 0.07
C -0.03 -0.10 -0.30
As -0.67 0.51 0.03
C 0.02 -0.17 -0.07
C 0.00 -0.31 0.03
C -0.01 -0.03 0.02
C 0.05 0.05 -0.03
C -0.01 -0.02 -0.01
C 0.01 -0.26 -0.25
C 0.13 0.01 0.33
C -0.15 -0.01 0.37
C -0.02 -0.01 0.04
C -0.03 0.04 0.02
C 0.01 0.02 0.06
C 0.24 -0.23 0.17
H 0.04 0.16 -0.15
H 0.30 0.00 -0.05
H 0.10 -0.13 0.17
H 0.11 0.04 -0.01
H -0.02 -0.02 0.01
H -0.09 -0.03 0.01
H -0.02 -0.09 -0.04
H 0.06 -0.04 -0.07
H -0.07 -0.13 -0.07
H -0.07 -0.13 0.17
H 0.02 0.05 0.06
H 0.02 -0.04 0.12
H -0.01 -0.11 0.03
H -0.03 -0.03 0.05
H -0.05 0.14 0.01
H -0.03 -0.02 0.04
H -0.02 0.10 0.07
H 0.01 0.07 -0.01
H -0.04 0.09 0.06
H 0.00 0.05 -0.20
H -0.06 0.02 0.03
H -0.02 -0.01 -0.15
H 0.09 -0.08 -0.03
H -0.03 0.06 -0.06
S 0.26 0.14 -0.47
C 0.22 0.21 -0.20
N -0.25 -0.28 -0.22
C -0.33 -0.33 0.47
C 0.05 0.03 -0.16
C 0.37 0.18 0.45
N -0.16 0.08 0.00
H -0.08 -0.09 0.08
H 0.01 0.04 -0.05
H 0.04 0.08 0.17
H -0.04 -0.09 0.14

The orbital gap comes out at 7.828 eV. The total charge is +2. Its energy is -7150.0856 hartree. As for the largest force on an atom: 0.96 eV/Å. The relative energy (zero: lowest compared OMol25 entry of this formula, charge and spin) is 0.0 kJ/mol.



Entry 3:
This record from OMol25 describes an isolated molecule of C6H10O. The level of theory is ωB97M-V/def2-TZVPD.

CARTESIAN COORDINATES (ANGSTROEM)
C 2.428565 -0.006986 0.720468
O 1.250841 0.500570 0.098290
C 0.906233 -0.112511 -1.026668
C -0.866952 -1.062892 -0.309932
C -1.448788 -0.039926 0.702123
C -1.310242 1.096144 -0.338872
C -0.550752 0.131315 -1.271555
H 2.904208 0.816760 1.254194
H 3.088802 -0.437586 -0.034923
H 2.137975 -0.782791 1.440412
H 0.110343 -1.538467 -0.075625
H -1.492483 -1.879697 -0.665899
H -2.477474 -0.243534 1.010466
H -0.836421 0.097866 1.597289
H -2.273892 1.424531 -0.740910
H -0.735765 1.975745 -0.034074
H -0.834194 0.061460 -2.324781

Force components x, y, z for each atom (eV/Å):
C 0.27 -0.02 0.13
O -0.06 -0.08 -0.33
C 0.09 0.65 -0.13
C 0.06 -0.40 0.08
C -0.04 -0.08 0.14
C 0.03 0.10 0.04
C 0.27 0.08 -0.23
H -0.01 -0.07 -0.08
H -0.05 0.08 0.08
H 0.04 0.15 -0.15
H -0.63 -0.25 0.51
H -0.21 0.27 -0.13
H 0.17 -0.05 -0.05
H -0.10 -0.05 -0.14
H 0.19 -0.12 0.01
H -0.13 -0.14 0.01
H 0.11 -0.06 0.26

The orbital gap comes out at 9.350 eV. The total charge is 0. Its energy is -309.7117 hartree. As for the largest force on an atom: 0.85 eV/Å. The relative energy (zero: lowest compared OMol25 entry of this formula, charge and spin) is 343.1 kJ/mol.



Entry 4:
This record from OMol25 describes an isolated molecule of C18H22N2O4. The level of theory is ωB97M-V/def2-TZVPD.

CARTESIAN COORDINATES (ANGSTROEM)
C 3.699049 0.947457 0.716347
O 2.701834 -0.020571 0.920629
C 3.088896 -1.312465 1.124994
C 4.396368 -1.764831 1.140893
C 4.673444 -3.109848 1.350644
C 3.646827 -4.006857 1.544754
C 2.328240 -3.569400 1.533585
C 2.037199 -2.233239 1.328396
O 0.785798 -1.693114 1.308613
C -0.331370 -2.558480 1.305303
C -1.532550 -1.699518 1.085024
C -2.671095 -1.498793 1.812561
C -3.411981 -0.519680 1.117471
C -2.661475 -0.171946 0.022858
C -3.021787 0.812847 -1.017690
O -4.201238 1.089870 -1.186514
N -2.039777 1.364183 -1.769579
C -0.618295 1.365270 -1.513513
C -0.176331 2.762512 -1.071717
N -0.510010 3.732925 -2.097322
C -0.004327 5.050160 -1.782409
C -1.945349 3.740766 -2.319962
C -2.401797 2.352748 -2.764648
O -1.526491 -0.904693 0.000931
H 4.373659 1.021831 1.575797
H 3.170884 1.891974 0.594043
H 4.283837 0.741063 -0.186620
H 5.214124 -1.079198 0.986299
H 5.699607 -3.443701 1.357783
H 3.856842 -5.052826 1.706595
H 1.534969 -4.282856 1.692169
H -0.432925 -3.087215 2.262303
H -0.235951 -3.296087 0.493547
H -2.945835 -1.990280 2.723052
H -4.363801 -0.108173 1.381425
H -0.344818 0.639199 -0.753473
H -0.105053 1.111631 -2.447292
H 0.906141 2.765033 -0.926116
H -0.658626 3.006706 -0.106459
H -0.241260 5.726677 -2.602157
H 1.078341 4.999163 -1.674520
H -0.431082 5.460991 -0.853646
H -2.172835 4.466794 -3.103497
H -2.497500 4.027519 -1.406568
H -3.485052 2.328206 -2.888774
H -1.910689 2.092489 -3.707226

Force components x, y, z for each atom (eV/Å):
C 0.20 0.15 -0.04
O -0.18 -0.42 0.09
C -0.18 0.07 -0.01
C -0.11 0.26 -0.04
C -0.01 -0.20 0.03
C 0.19 -0.03 -0.01
C -0.24 0.15 0.00
C 0.02 0.14 -0.04
O 0.26 0.09 0.01
C -0.21 -0.01 -0.25
C -0.17 -0.31 0.78
C 0.59 -0.23 -0.30
C 0.32 0.36 -0.73
C -0.97 -0.14 0.85
C 0.01 -0.02 -0.28
O -0.06 -0.07 0.27
N 0.03 0.06 -0.22
C 0.48 0.12 0.41
C 0.05 -0.23 -0.20
N -0.02 0.00 0.06
C -0.02 -0.05 0.00
C -0.01 -0.21 -0.19
C -0.39 0.30 -0.10
O 0.29 -0.10 -0.26
H -0.02 -0.01 -0.04
H 0.08 -0.03 0.00
H -0.01 0.00 0.05
H 0.03 0.11 -0.02
H 0.09 -0.03 0.00
H 0.02 -0.09 0.01
H -0.11 -0.03 0.01
H -0.04 0.05 -0.15
H 0.05 0.06 0.15
H 0.03 -0.13 0.22
H -0.20 0.13 -0.03
H -0.01 0.09 -0.14
H 0.02 -0.02 0.09
H 0.00 0.00 0.04
H 0.04 -0.01 -0.02
H 0.02 0.09 0.00
H 0.05 0.07 0.02
H -0.01 0.02 0.02
H -0.04 0.00 0.03
H 0.01 0.01 -0.04
H 0.17 0.00 -0.05
H -0.02 0.03 0.02

The orbital gap comes out at 9.003 eV. The total charge is 0. As for the SMILES: COc1ccccc1OCc1ccc(C(=O)N2CCN(C)CC2)o1. Its energy is -1109.5351 hartree. As for the largest force on an atom: 1.30 eV/Å. The relative energy (zero: lowest compared OMol25 entry of this formula, charge and spin) is 341.7 kJ/mol.



Q: Which of these has the lowest relative energy (zero: lowest compared OMol25 entry of this formula, charge and spin)?
A: C40H36As2N3S2Tl



Q: Which value of orbital gap does entry 1 give?
A: 6.306 eV



Q: energy of number 4 (C18H22N2O4)?
A: -1109.5351 hartree